Entry 1:
Density functional theory data (wB97M-V/def2-TZVPD) for a molecular structure, C12H30O4PPtS2Si2.

Last column: Löwdin spin population.
Atoms and positions in Å:
Pt 0.782 0.125 -0.413  1.212
C 1.728 -3.061 3.742  0.001
C 2.254 -1.668 3.452  0.004
O 1.818 -1.274 2.157  0.022
P 1.068 0.182 1.941  0.123
S 1.859 -1.412 -1.567  1.073
S -0.370 0.397 3.292  0.060
O 2.247 1.215 2.426  0.038
C 3.467 1.223 1.661  0.009
C 4.558 1.781 2.546  0.001
H 2.136 -3.444 4.684  0.000
H 2.003 -3.739 2.929  0.000
H 0.638 -3.029 3.808  0.000
H 3.350 -1.658 3.465  0.000
H 1.896 -0.967 4.206  0.001
H 3.344 1.836 0.766  0.002
H 3.715 0.208 1.340  0.003
H 4.320 2.808 2.836  0.000
H 5.511 1.784 2.008  0.000
H 4.664 1.182 3.455  0.000
C -3.808 1.306 -2.124  0.014
Si -1.981 1.413 -1.603  0.042
C -1.856 2.959 -0.558  0.003
C -1.038 1.660 -3.204  0.005
C -1.434 -0.066 -0.670  0.205
Si -1.888 -1.749 -1.207  0.029
C -1.159 -3.061 -0.081  0.002
C -1.401 -2.118 -2.982  0.005
C -3.762 -2.052 -1.146  0.008
H -4.156 2.271 -2.520  0.002
H -4.448 1.032 -1.275  0.000
H -3.949 0.548 -2.907  0.000
H -2.171 3.848 -1.120  0.000
H -0.814 3.096 -0.249  0.002
H -2.478 2.875 0.343  0.000
H -1.259 2.638 -3.649  0.000
H -1.283 0.879 -3.935  0.000
H 0.037 1.612 -2.996  0.001
H -1.682 0.043 0.394  0.016
H -0.088 -2.875 0.047  0.005
H -1.298 -4.071 -0.492  0.000
H -1.628 -3.021 0.912  0.000
H -0.337 -1.899 -3.121  0.009
H -1.975 -1.499 -3.687  0.000
H -1.580 -3.173 -3.226  0.000
H -4.175 -1.744 -0.176  0.000
H -3.985 -3.120 -1.289  0.001
H -4.287 -1.487 -1.926  0.000
O 3.475 3.294 -0.924  0.003
C 2.242 3.310 -1.078  0.006
O 1.388 2.386 -0.905  0.086
H 1.788 4.277 -1.380  0.004

Results
Multiplicity: 4
Highest occupied orbital energy (spin up / spin down): -0.49 / -1.58 eV
Lowest unoccupied orbital energy (spin up / spin down): 0.18239 / 0.17618 Eh
⟨S²⟩: 3.77
Total charge: -2
Orbital gap (spin up / spin down): 5.46 / 6.37 eV

Entry 2:
Density functional theory data (wB97M-V/def2-TZVPD) for a single C2H2F2OS molecule.

Last column: Mulliken charge in e.
Atoms and positions in Å:
C 0.163 -0.007 0.021  -0.358
C -1.196 -0.343 0.386  0.575
O 2.426 0.769 -0.826  -0.461
F -1.207 -1.178 1.460  -0.235
F -2.010 -0.948 -0.539  -0.243
S 0.942 0.203 -1.331  0.259
H 2.582 0.913 0.124  0.356
H -1.699 0.591 0.705  0.107

Results
Highest occupied orbital energy: -9.65 eV
Lowest unoccupied orbital energy: -0.02146 Eh
Orbital gap: 9.07 eV
ΔE to the lowest compared entry with this formula, charge and spin: 56.7 kcal/mol